55
Properties=species:S:1:pos:R:3:lowdin_charge:R:1 method="wB97M-V/def2-TZVPD" mol_weight_g_mol=394.471 e_homo_ev=-8.71 charge=0 largest_force_ha_per_bohr=0.017 orbital_gap_ev=8.82
C 1.12093 0.33428 -1.75691 -0.01
H -1.08980 5.63556 -2.53719 0.07
C 2.23951 -0.26861 -2.36522 -0.17
H -1.36725 3.57717 -3.92292 0.11
C -0.52678 3.66681 -3.23097 -0.26
C -0.86196 2.94118 -1.93091 -0.20
H -4.08771 -1.04621 5.54862 0.10
H -0.87883 -0.86732 1.09494 0.15
C 0.11907 0.40186 -3.94344 0.06
H -2.64026 -3.87542 1.86240 0.11
H -1.73143 3.41599 -1.47061 0.12
C 0.12491 1.35326 1.64024 -0.28
O 2.29932 -0.52859 -3.68743 0.13
C 4.61292 -0.81575 0.53075 -0.03
H -1.15578 2.39332 3.01789 0.09
H -2.02718 1.50589 1.75643 0.09
H -1.73039 -0.84181 4.74300 0.12
H 4.32008 -1.23349 1.49129 0.08
C 1.17887 0.51034 -0.34940 -0.17
H 0.34010 3.19708 -3.70024 0.11
O 0.70192 0.11638 3.62722 0.07
H 4.18765 -1.09320 -2.16812 0.13
C -2.91575 -3.22348 2.68251 -0.11
C 1.26497 -0.24274 -4.53881 -0.45
H -1.55096 1.02972 -1.21862 0.11
H 0.99629 1.98184 1.86756 0.16
C 2.30478 0.12889 0.35692 0.03
C 0.17882 0.10423 2.53303 -0.49
C -0.59030 -2.21834 2.70220 -0.12
H -1.20949 3.02275 1.36158 0.08
C -1.15533 2.12158 1.96634 0.00
H -0.67309 0.65174 -4.63157 0.13
N -0.42539 -0.96688 1.99073 0.10
H 0.00412 5.64373 -3.92103 0.07
H -5.58598 -2.69447 4.41213 0.10
H 0.12634 -2.19885 3.52833 0.13
H 2.34421 0.25648 1.42662 0.12
H -1.96713 1.37321 -2.90332 0.12
C -2.41894 -1.53931 4.28768 -0.02
H -0.35484 -3.04787 2.03029 0.13
C 3.36554 -0.64250 -1.63636 0.04
C -1.99197 -2.34505 3.23641 -0.19
H 5.22711 -1.53625 -0.00184 0.08
H 0.61831 5.25400 -2.31457 0.07
C 0.02468 0.70401 -2.62617 -0.14
C -3.72434 -1.65172 4.73298 -0.05
N -4.16287 -3.33427 3.10323 0.06
H -0.02392 3.03457 -1.23911 0.11
C -0.23045 5.14133 -2.98594 -0.11
C -4.55676 -2.56720 4.10398 -0.15
O 0.08027 1.03924 0.25943 -0.06
C 3.40959 -0.44160 -0.27329 -0.25
O 1.38820 -0.53069 -5.70353 0.11
C -1.18152 1.45487 -2.14968 -0.14
H 5.21695 0.07084 0.72385 0.09

=====

57
Properties=species:S:1:pos:R:3:lowdin_charge:R:1 method="wB97M-V/def2-TZVPD" mol_weight_g_mol=426.469 e_homo_ev=-8.10 charge=0 largest_force_ha_per_bohr=0.289 orbital_gap_ev=8.46
C 2.58507 1.70321 -0.18064 -0.42
C 3.03905 0.43113 0.39902 -0.22
C -2.37038 1.32499 -0.33491 0.08
C 0.27971 4.02444 0.52405 -0.38
N -0.44391 2.62937 0.20175 0.17
H -5.65105 2.25140 -0.11735 0.04
C 0.24030 -3.92227 0.19567 -0.02
H 2.03048 3.94766 -0.56720 0.18
O -0.19294 5.03407 0.54492 0.20
C 5.38435 0.17772 -1.16799 -0.05
H -2.41745 4.81147 0.75668 0.16
H 0.20344 1.98883 0.06557 -0.01
C -1.38979 -4.76829 1.64767 -0.16
O 2.35733 2.56227 0.64225 0.08
H 2.67366 0.32494 1.52130 0.21
C -0.13608 -4.84238 1.09093 -0.09
C 1.70830 3.72112 0.50724 -0.10
H -0.68010 -2.61603 -2.39384 0.05
N 2.58963 -0.64353 -0.45759 0.11
H -5.80821 -1.37645 -0.76955 0.11
H 6.40342 -0.95698 1.04160 0.14
O 2.50059 1.94130 -1.55333 -0.02
H -1.60416 -5.34507 2.54764 0.12
C -5.68120 -0.27040 -0.54046 0.02
C -2.80657 3.64258 0.70572 -0.08
H 4.80863 -0.71993 1.98842 0.04
C -4.11121 0.01780 -0.81171 -0.41
H -4.80042 4.62283 0.66891 0.18
H 0.63211 -5.50437 1.65635 0.14
H 5.03747 1.30720 0.65528 0.16
O 0.47507 0.11400 -0.39490 0.16
H -1.11776 -1.31185 -1.49578 0.20
H 6.33469 0.67839 -1.29546 0.06
H 2.28828 4.29488 1.12214 0.13
H -1.67247 0.59091 -0.30454 0.06
H 3.26072 -1.34200 -0.99694 0.21
H -3.36717 -4.11807 1.33524 0.11
H 1.19854 -4.04460 -0.22482 0.10
C 4.59949 0.29339 0.24721 -0.30
C -2.34729 -4.11898 1.20514 -0.16
H -2.82651 -2.57054 -0.07772 0.04
C 5.18493 -0.98603 1.05041 -0.05
H 5.03375 -1.85028 0.59974 0.00
C -3.71590 1.30076 -0.33926 -0.16
C -0.43033 -2.41331 -1.53410 -0.10
O 1.01355 -1.80168 -1.51786 -0.03
C -4.67430 2.42152 -0.09986 -0.01
C -0.73232 -2.99447 -0.42154 -0.15
C -1.91443 2.62706 0.28762 -0.11
C 1.19200 -0.76497 -0.51800 -0.49
C -2.14770 -3.25602 0.20849 0.07
C -4.10684 3.61924 0.29343 -0.13
O -3.36196 -0.67999 -1.36752 0.10
H 4.59701 1.10772 -1.78255 0.17
H -6.05743 -0.14626 0.33348 -0.01
H -6.27571 0.46540 -1.07251 0.08
H 5.19005 -0.61288 -1.70589 -0.02

=====

Taking the records one at a time from the top gives energy above the lowest of the compared OMol25 structures with the same formula, charge and spin values of 38.7 430.9 kcal per mole.
Taking the records one at a time from the top gives E_LUMO values of 0.00401 0.01328 hartree.